Formula: C51H119N9O11
Source: the OMol25 dataset
Level of theory: the ωB97M-V functional and the def2-TZVPD basis

Last column: Mulliken charge in e.
Cartesian coordinates (Å):
C: -6.05399 -31.63274 7.58344  -1.723
C: -5.58935 -31.65813 6.13291  1.748
C: -4.47639 -32.70133 6.01354  -2.187
C: -6.84192 -32.04400 5.28175  -1.301
C: -7.70150 -30.92842 4.84201  -1.290
C: -6.83874 -29.81821 4.30361  -1.497
C: -5.82600 -29.20348 5.21967  2.026
C: -4.93699 -28.14649 4.49731  -0.660
C: -6.51180 -28.60446 6.41660  -1.469
N: -5.00431 -30.42884 5.53475  0.599
O: -3.90998 -30.06939 6.36409  -0.176
H: -6.94558 -31.02221 7.88358  0.240
H: -6.35147 -32.64729 7.75360  0.574
H: -5.22342 -31.39655 8.33290  0.248
H: -4.11890 -32.75593 5.00581  0.242
H: -3.71776 -32.64467 6.71791  0.557
H: -4.98195 -33.64763 6.17680  0.493
H: -6.43907 -32.44927 4.37394  0.454
H: -7.34929 -32.89004 5.75549  0.422
H: -8.31233 -31.21745 4.06419  0.587
H: -8.33465 -30.54941 5.60173  0.490
H: -7.46476 -29.02525 4.00079  0.689
H: -6.27893 -30.21422 3.42969  0.061
H: -4.27943 -28.52916 3.69552  -0.860
H: -4.44133 -27.44173 5.16972  -0.272
H: -5.67879 -27.59909 4.03554  1.039
H: -6.94005 -27.60644 6.21973  0.389
H: -5.80967 -28.52069 7.24739  0.225
H: -7.37506 -29.18344 6.72816  0.299
H: -4.16562 -29.42652 7.09056  0.169
C: 1.46438 -24.58868 1.81525  -0.708
C: 2.60012 -23.71850 1.17106  2.209
C: 3.11287 -24.50039 -0.05113  -2.017
C: 2.00582 -22.36368 0.77006  -1.316
C: 1.60216 -21.53176 1.93056  -0.125
C: 2.71257 -21.32176 2.90327  -1.229
C: 3.57165 -22.58750 3.24890  2.102
C: 4.91577 -22.17121 3.81294  -1.948
C: 2.76424 -23.18602 4.43681  -1.964
N: 3.78416 -23.44630 2.08774  -0.014
O: 4.33146 -24.68738 2.51470  -0.486
H: 0.66431 -24.72614 1.09918  0.769
H: 1.93744 -25.52339 1.97725  -0.302
H: 1.12293 -24.27394 2.82486  -0.504
H: 3.75232 -23.93815 -0.74333  0.458
H: 3.75146 -25.33485 0.31814  0.304
H: 2.21322 -24.83696 -0.60867  0.300
H: 2.70187 -21.77762 0.12096  0.337
H: 1.18414 -22.58279 0.09355  0.415
H: 1.11230 -20.57422 1.62698  0.385
H: 0.83996 -22.08362 2.48394  0.006
H: 2.34094 -20.81162 3.82733  0.372
H: 3.41402 -20.59546 2.40983  0.324
H: 4.85364 -21.63412 4.72925  0.398
H: 5.56619 -21.71674 3.07419  0.414
H: 5.40285 -23.12597 4.01742  0.392
H: 1.76278 -23.55549 4.32456  0.271
H: 2.68174 -22.45344 5.20269  0.766
H: 3.41315 -23.94661 4.87696  0.170
H: 3.64976 -25.17608 3.00147  0.488
C: 3.73750 -31.60630 4.63687  -1.317
C: 2.73972 -32.31676 5.54408  1.028
C: 1.51174 -32.56318 4.60834  -0.357
C: 3.31815 -33.70454 6.00022  -0.958
C: 2.55713 -34.30079 7.18238  -0.795
C: 2.29545 -33.28510 8.33689  -1.287
C: 1.62231 -31.96228 7.88616  2.207
C: 0.13156 -32.20234 7.61796  -1.502
C: 1.63630 -30.93200 9.05127  -1.935
N: 2.45359 -31.44516 6.72456  -0.273
O: 2.06578 -30.11538 6.35916  0.029
H: 4.52687 -31.31942 5.26591  0.614
H: 4.15374 -32.32192 3.93556  0.424
H: 3.18054 -30.76808 4.19257  -0.271
H: 1.26791 -31.64845 4.03956  -0.547
H: 1.76828 -33.41643 3.99411  0.509
H: 0.61011 -32.79645 5.25340  -0.058
H: 3.30201 -34.39417 5.15818  0.434
H: 4.35220 -33.64024 6.29208  0.388
H: 1.60425 -34.75442 6.96268  0.369
H: 3.06733 -35.18875 7.61588  0.426
H: 3.12738 -33.04328 9.02452  0.394
H: 1.57131 -33.76913 9.04645  0.346
H: -0.33465 -32.34171 8.64506  0.546
H: 0.00010 -33.15432 7.08156  0.493
H: -0.41809 -31.30878 7.16728  -0.304
H: 2.62971 -30.51573 9.12410  0.516
H: 1.33041 -31.43360 9.95757  0.497
H: 0.98371 -30.08065 8.88317  0.028
H: 1.18525 -30.16164 5.92810  -0.023
C: -3.18342 -23.51969 5.58054  -1.688
C: -1.94742 -23.98302 6.43702  1.489
C: -0.89201 -24.69469 5.47793  -1.238
C: -1.33855 -22.69411 7.13763  -1.235
C: -2.26178 -22.09835 8.17291  -0.796
C: -2.71197 -23.19904 9.18929  -1.213
C: -3.19811 -24.55348 8.60033  1.304
C: -3.09482 -25.68673 9.59592  -1.426
C: -4.72648 -24.47623 8.12044  -1.673
N: -2.29997 -24.87589 7.47130  -0.067
O: -2.74565 -26.09500 6.87446  1.419
H: -3.75223 -24.33319 5.07057  -0.091
H: -3.83512 -22.86737 6.11579  0.439
H: -2.76291 -22.98135 4.70942  0.464
H: -1.35166 -25.61207 5.03909  -0.123
H: -0.54813 -24.00534 4.71090  0.527
H: 0.05418 -24.97205 6.00670  -0.094
H: -0.41883 -23.10467 7.56416  0.294
H: -1.06622 -22.01846 6.30670  0.401
H: -1.83247 -21.32224 8.78112  0.492
H: -3.09140 -21.60908 7.65056  0.363
H: -3.39230 -22.89162 10.00862  0.375
H: -1.76223 -23.52881 9.68954  0.281
H: -3.28977 -26.59487 9.00921  0.102
H: -3.86827 -25.63153 10.41371  0.419
H: -2.16621 -25.79409 10.09842  0.443
H: -4.99092 -25.34816 7.61447  0.218
H: -5.06166 -23.55916 7.60902  0.351
H: -5.36005 -24.33295 8.97618  0.549
H: -2.09267 -26.78404 7.03098  -0.117
C: 3.62919 -32.36252 0.86006  -1.557
C: 2.81368 -31.19611 0.32139  1.724
C: 1.52554 -31.78240 -0.20634  -1.771
C: 2.42619 -30.19750 1.45925  -0.202
C: 1.79353 -28.86474 1.05063  -0.055
C: 2.63796 -28.10655 0.07375  -1.557
C: 3.17828 -28.99558 -1.06866  1.839
C: 2.05271 -29.14363 -2.09398  -1.672
C: 4.35900 -28.13719 -1.55870  -2.037
N: 3.68740 -30.34007 -0.55865  0.068
O: 4.15403 -31.07913 -1.65510  -0.492
H: 4.51440 -31.89024 1.42967  0.297
H: 3.09588 -33.04109 1.51616  0.238
H: 4.13240 -32.95692 0.06217  0.404
H: 1.77851 -32.69019 -0.80499  0.442
H: 0.97042 -32.20006 0.62011  0.371
H: 0.87319 -31.13913 -0.80895  0.265
H: 1.71981 -30.73552 2.10478  -0.419
H: 3.30966 -29.96127 2.06443  0.496
H: 0.77796 -29.00052 0.72171  0.465
H: 1.60721 -28.18614 1.89390  -0.343
H: 3.50492 -27.71975 0.60799  0.254
H: 2.24729 -27.18999 -0.37995  0.451
H: 1.03540 -29.26764 -1.63890  0.310
H: 2.23843 -29.88168 -2.90086  0.266
H: 2.05443 -28.24688 -2.76178  0.494
H: 4.93776 -28.67464 -2.33640  0.407
H: 5.07177 -28.14775 -0.71629  0.450
H: 4.10751 -27.14741 -1.92008  0.312
H: 3.41403 -31.25385 -2.23783  0.362
N: -1.17500 -28.37021 3.37074  0.022
C: -0.39369 -28.61731 4.45560  -0.371
N: -0.98082 -29.29462 5.51188  0.337
O: 0.77124 -28.29041 4.48987  0.767
H: -2.14286 -28.61328 3.37866  -0.145
H: -0.84113 -28.14174 2.43945  0.133
H: -2.01976 -29.36714 5.48212  -0.106
H: -0.57368 -29.15332 6.41291  0.058
N: 0.59141 -25.84618 8.55314  -0.363
C: 0.62391 -26.99907 7.84287  0.509
N: 1.79517 -27.38747 7.31398  0.228
O: -0.38163 -27.70579 7.63015  -0.835
H: 1.14357 -25.05387 8.20602  0.263
H: -0.28631 -25.56309 8.94196  0.026
H: 2.61955 -26.96618 7.65885  0.170
H: 1.83138 -27.99919 6.47760  -0.494
C: -2.28112 -31.48988 2.56044  -0.639
O: -3.03824 -30.47859 3.11192  -0.086
H: -2.79153 -32.07961 1.73779  0.297
H: -1.48395 -30.99126 2.01294  0.003
H: -1.89471 -32.18279 3.26657  0.313
H: -3.84277 -30.77654 3.60341  -0.054
C: 4.27558 -26.99195 4.89426  -0.912
O: 3.13308 -26.56311 4.23680  0.286
H: 5.15491 -27.01531 4.16928  0.192
H: 4.47541 -26.29303 5.70156  0.247
H: 4.04599 -27.92458 5.41788  0.202
H: 2.43870 -27.19370 4.15321  -0.033
C: -4.95801 -28.19029 1.00612  -0.367
O: -6.15041 -27.79723 1.73994  -0.459
H: -4.48952 -29.00381 1.44542  0.043
H: -5.16624 -28.38654 -0.03288  0.337
H: -4.29737 -27.34279 1.21718  0.213
H: -6.65947 -28.63495 1.75897  0.237
C: -5.72457 -24.46339 2.42624  -0.467
O: -6.60111 -25.39469 2.97529  -0.521
H: -5.93024 -24.20002 1.37594  0.311
H: -5.89936 -23.54081 3.00421  0.225
H: -4.75512 -24.94672 2.41450  0.099
H: -6.65361 -26.13863 2.34012  0.349

Results
Orbital gap (hartree): 0.3113
Highest occupied orbital energy (Ha): -0.3019
Energy relative to the best compared isomer or geometry (same formula, charge and spin) (eV): 0.923
DFT total energy (a.u.): -3334.76283